Record 1
Below is C26H40O20Rb as an isolated structure, with properties calculated with wB97M-V/def2-TZVPD.

Last column: Mulliken charge in e.
Element x y z (Å)
Rb (-0.0367, 1.5194, 4.4983)  0.919
O (-0.1878, 1.0307, 2.5825)  -2.080
C (-0.2618, 0.5531, 1.2300)  3.031
C (0.5267, -0.8236, 1.0564)  0.042
O (0.2257, -2.0852, 1.7544)  -0.895
H (0.0894, 1.2727, 0.4906)  -1.842
H (-1.2639, 0.3092, 0.8773)  0.346
H (1.5777, -0.5441, 0.9828)  -0.008
H (0.5458, -1.0118, -0.0171)  0.766
C (2.9326, 0.8852, 2.2377)  -1.428
C (2.5127, 1.6369, 0.9732)  2.145
C (2.4356, 3.1629, 1.1197)  -0.025
O (3.5910, 3.5313, 0.3516)  -0.439
C (4.1068, 2.5144, -0.3596)  0.489
O (5.0947, 2.6061, -1.0453)  -0.632
O (3.5753, 1.3520, 0.0611)  -0.382
H (3.7529, 0.1821, 2.0930)  0.067
H (2.0937, 0.2965, 2.6088)  0.140
H (3.2392, 1.5598, 3.0372)  0.460
H (1.6444, 1.2293, 0.4556)  0.150
H (2.6039, 3.5377, 2.1293)  0.469
H (1.4974, 3.5245, 0.6988)  0.212
C (-4.7818, -0.1412, 0.4293)  -1.254
C (-3.9004, 0.3567, -0.7895)  0.257
C (-2.3867, 0.2767, -0.6727)  -0.390
O (-2.0192, -0.4450, -1.8593)  0.103
C (-3.1678, -0.9323, -2.4868)  0.237
O (-3.2225, -1.6960, -3.4391)  -0.595
O (-4.2303, -0.4696, -1.8640)  -0.396
H (-4.5189, 0.4946, 1.2747)  0.221
H (-4.6260, -1.2032, 0.6188)  0.307
H (-5.7880, 0.0680, 0.0662)  0.446
H (-4.2117, 1.3558, -1.0944)  0.688
H (-1.9876, -0.1616, 0.2420)  -0.684
H (-1.9582, 1.2776, -0.7245)  0.777
C (3.7146, -1.6598, 0.1514)  -1.787
C (3.0959, -3.0535, 0.5458)  0.369
C (1.7516, -3.3527, -0.0539)  0.457
O (1.9464, -4.6819, -0.5417)  -0.511
C (3.2371, -5.0242, -0.4421)  0.379
O (3.6863, -6.0866, -0.7902)  -0.663
O (3.9222, -4.0938, 0.1694)  -0.421
H (4.2992, -1.8278, -0.7531)  0.449
H (4.4509, -1.3340, 0.8861)  0.228
H (2.9988, -0.8396, 0.0962)  0.568
H (3.0131, -2.9927, 1.6309)  0.130
H (1.5535, -2.7473, -0.9384)  -0.524
H (0.9673, -3.1094, 0.6629)  0.976
C (-2.4819, -2.3330, 0.7088)  -1.711
C (-2.1099, -2.7641, -0.7677)  2.295
C (-0.5990, -2.6991, -1.0104)  2.163
O (-0.2862, -4.0390, -1.3652)  -0.571
C (-1.3435, -4.8573, -1.2630)  0.453
O (-1.2890, -6.0097, -1.3837)  -0.606
O (-2.3940, -4.1831, -0.8452)  -0.530
H (-1.9401, -3.0459, 1.3303)  0.606
H (-3.5093, -2.6439, 0.8987)  0.328
H (-2.2516, -1.3101, 1.0066)  0.835
H (-2.6336, -2.2352, -1.5639)  -1.194
H (-0.1428, -2.3910, -0.0696)  -2.561
H (-0.3129, -2.0025, -1.7984)  -0.093
C (-3.0458, 3.0480, 1.5165)  -1.280
C (-1.7533, 3.8007, 1.6151)  0.722
C (-0.5133, 3.1280, 1.0839)  0.534
O (0.0517, 3.9890, 0.1346)  -0.732
C (-0.7154, 5.1077, 0.0431)  0.232
O (-0.4318, 6.0613, -0.6514)  -0.593
O (-1.8691, 4.9241, 0.7717)  -0.405
H (-3.0759, 2.2186, 2.2232)  0.258
H (-3.2211, 2.4205, 0.6426)  -0.023
H (-3.8836, 3.7160, 1.7164)  0.498
H (-1.5335, 4.1333, 2.6296)  0.307
H (-0.7936, 2.2038, 0.5785)  0.957
H (0.1419, 2.7302, 1.8588)  -0.320
C (1.2327, 2.2695, -1.9466)  -1.817
C (1.0425, 0.7696, -1.5901)  2.540
C (-0.3992, 0.3418, -1.8916)  0.065
O (-0.1229, -0.9883, -2.3617)  -0.235
C (1.1681, -1.1898, -2.5858)  0.212
O (1.6347, -2.2958, -2.9566)  -0.518
O (1.8348, -0.0346, -2.3235)  -0.380
H (2.3052, 2.4357, -2.0476)  0.569
H (0.7506, 3.0311, -1.3336)  0.090
H (0.8936, 2.5123, -2.9536)  0.588
H (1.3266, 0.6585, -0.5437)  -2.132
H (-0.9143, 0.8740, -2.6914)  0.941
H (-0.9489, 0.4323, -0.9547)  -1.368

Properties
- HOMO level: -4.65 eV
- Spin multiplicity: 1
- ΔE to the lowest compared entry with this formula, charge and spin: 290.4 kcal/mol
- LUMO: 0.528 eV
- E_tot: -2543.03898 hartree
- Largest force on an atom: 9.3 eV/Å
- Gap between HOMO and LUMO: 5.1820 eV
- Net charge: -1


Record 2
Below is C26H40O5OsPS7Sb as an isolated structure, with properties calculated with wB97M-V/def2-TZVPD.

Last column: Löwdin spin population.
Element x y z (Å)
Os (0.7782, 0.4643, 0.3013)  2.817
C (5.7372, -2.2281, -1.3476)  0.003
C (5.6574, -1.0321, -2.2827)  0.004
S (4.4518, 0.2221, -1.7666)  0.088
C (3.2059, 0.2038, -3.0750)  0.025
C (2.3880, -1.0659, -3.1960)  0.021
S (1.1898, -1.3656, -1.8549)  0.138
C (1.7541, -2.9376, -1.1658)  0.010
C (3.1058, -2.9562, -0.4580)  0.002
S (4.4544, -3.4863, -1.5639)  0.000
H (5.7478, -1.9100, -0.3030)  0.003
H (6.6781, -2.7520, -1.5208)  0.000
H (5.4103, -1.3473, -3.2977)  0.001
H (6.6288, -0.5378, -2.3274)  0.001
H (3.7030, 0.4044, -4.0261)  0.003
H (2.5711, 1.0659, -2.8632)  0.001
H (3.0351, -1.9443, -3.2319)  0.002
H (1.8114, -1.0373, -4.1220)  0.003
H (1.7158, -3.6759, -1.9690)  0.004
H (0.9724, -3.2189, -0.4632)  0.000
H (3.0500, -3.6731, 0.3648)  0.000
H (3.3444, -1.9806, -0.0381)  0.001
S (5.4038, 0.6050, 1.1510)  0.834
Sb (3.4371, 1.6328, 2.0145)  0.138
S (1.9177, -0.2600, 2.1522)  0.245
S (2.2489, 2.1260, -0.0519)  0.325
O (-0.7012, -0.9263, 0.8271)  0.061
S (-1.4938, -2.1810, 0.4510)  0.014
C (-0.6662, -3.5402, 1.2567)  0.004
C (-0.8407, -4.7883, 0.6717)  0.001
C (-0.2297, -5.8920, 1.2490)  0.000
C (0.5552, -5.7338, 2.3809)  0.000
C (0.7317, -4.4780, 2.9472)  0.000
C (0.1144, -3.3695, 2.3911)  0.001
C (-2.9747, -2.0367, 1.4100)  0.001
C (-4.1680, -2.1566, 0.7148)  0.000
C (-5.3638, -2.0075, 1.4066)  0.000
C (-5.3435, -1.7265, 2.7620)  0.000
C (-4.1362, -1.5967, 3.4435)  0.000
C (-2.9409, -1.7556, 2.7715)  0.000
H (-1.4355, -4.8952, -0.2265)  0.000
H (-0.3565, -6.8699, 0.8062)  0.000
H (1.0389, -6.5941, 2.8229)  0.000
H (1.3530, -4.3614, 3.8241)  0.000
H (0.2565, -2.3866, 2.8136)  0.001
H (-4.1649, -2.3453, -0.3504)  0.000
H (-6.3045, -2.0992, 0.8819)  0.000
H (-6.2746, -1.6014, 3.2979)  0.000
H (-4.1342, -1.3710, 4.5009)  0.000
H (-1.9985, -1.6463, 3.2894)  0.000
C (1.0068, 5.2693, -2.1952)  0.000
C (-0.2665, 4.4483, -2.3204)  0.000
C (-1.4989, 5.3341, -2.3929)  0.000
C (-0.1856, 3.4840, -3.4903)  0.001
O (-0.3139, 3.6918, -1.0554)  0.010
P (-1.2164, 2.4261, -0.7901)  0.014
O (-2.5694, 2.4657, -1.3482)  0.007
O (-0.3516, 1.1655, -1.1912)  0.136
O (-1.0717, 2.2822, 0.8108)  0.068
C (-2.1670, 2.5106, 1.7785)  0.004
C (-2.5412, 3.9824, 1.7122)  0.002
C (-1.5297, 2.1492, 3.1109)  0.001
C (-3.3444, 1.6080, 1.4617)  0.000
H (1.1365, 5.8911, -3.0819)  0.000
H (1.8760, 4.6185, -2.0978)  0.000
H (0.9543, 5.9194, -1.3233)  0.000
H (-1.4618, 5.9313, -3.3050)  0.000
H (-1.5250, 6.0133, -1.5409)  0.000
H (-2.4065, 4.7352, -2.4020)  0.000
H (-0.0710, 4.0503, -4.4156)  0.000
H (-1.0906, 2.8839, -3.5727)  0.000
H (0.6755, 2.8235, -3.3848)  0.000
H (-1.6812, 4.6101, 1.9444)  0.000
H (-3.3286, 4.1911, 2.4383)  0.001
H (-2.9188, 4.2377, 0.7222)  0.000
H (-0.6666, 2.7849, 3.3065)  0.000
H (-1.2051, 1.1048, 3.1095)  0.001
H (-2.2502, 2.2864, 3.9175)  0.000
H (-3.8362, 1.9090, 0.5415)  0.000
H (-4.0592, 1.6611, 2.2854)  0.000
H (-3.0127, 0.5751, 1.3668)  0.000

Properties
- HOMO level (alpha / beta): -10.92 / -10.93 eV
- Spin multiplicity: 6
- ΔE to the lowest compared entry with this formula, charge and spin: 0.0 kcal/mol
- LUMO (alpha / beta): -2.921 / -5.195 eV
- E_tot: -4850.43076 hartree
- Largest force on an atom: 0.4 eV/Å
- Gap between HOMO and LUMO (alpha / beta): 8.0031 / 5.7299 eV
- Net charge: +1


Record 3
Below is a 7-piece molecular cluster, C26H41Br12N2P overall, with properties calculated with wB97M-V/def2-TZVPD.

Last column: Mulliken charge in e.
Element x y z (Å)
C (-1.4935, -3.8788, 1.2281)  -0.569
P (0.2374, -4.1856, 0.6631)  -0.045
C (0.6610, -3.2174, -0.8396)  -0.882
C (1.4863, -3.9467, 2.0353)  0.479
C (1.0522, -4.6286, 3.2689)  -0.340
N (0.8790, -5.2116, 4.2397)  -0.471
C (1.8111, -2.4677, 2.4325)  0.499
C (2.6397, -1.8242, 1.3763)  -0.546
N (3.1830, -1.4285, 0.4468)  -0.599
C (0.5855, -1.6466, 2.8742)  0.188
C (0.8782, -0.1130, 3.0513)  -0.264
C (0.5690, 0.6174, 1.7446)  0.826
C (1.6182, 1.2619, 1.0839)  -0.132
C (1.4302, 1.8818, -0.1561)  -1.392
C (0.1469, 1.8657, -0.7060)  0.136
C (-0.9320, 1.2598, -0.0481)  -0.559
C (-0.7056, 0.6331, 1.1729)  -0.617
H (-2.2071, -4.5665, 0.7670)  0.419
H (-1.8088, -2.8657, 0.9216)  0.262
H (-1.5627, -3.8876, 2.3236)  -0.156
H (0.6380, -2.1251, -0.7319)  0.196
H (-0.0859, -3.5042, -1.5937)  0.355
H (1.6276, -3.5296, -1.2501)  0.363
H (2.4296, -4.3937, 1.6965)  0.641
H (2.4802, -2.5150, 3.3099)  0.570
H (-0.2504, -1.7100, 2.1740)  -0.247
H (0.3277, -2.0045, 3.8810)  0.274
H (1.8970, 0.0830, 3.4147)  -1.161
H (0.1085, 0.2328, 3.7613)  0.516
H (2.6084, 1.2174, 1.5394)  0.351
H (2.2753, 2.3451, -0.6577)  0.368
H (0.0220, 2.3418, -1.7031)  0.235
H (-1.9057, 1.2672, -0.5322)  0.437
H (-1.4972, 0.1164, 1.7232)  0.577
Br (0.1855, 3.5835, 1.7766)  0.163
C (0.7970, 4.6369, 3.2999)  -0.457
C (0.1488, 5.9962, 3.3426)  -0.645
Br (0.9293, 7.1993, 2.0262)  -0.165
H (1.8799, 4.6858, 3.2329)  0.213
H (0.5151, 4.0571, 4.1790)  0.311
H (0.3240, 6.4760, 4.3045)  0.401
H (-0.9181, 5.9622, 3.1460)  0.366
Br (-1.4207, 2.0893, -3.2020)  -0.034
C (-1.0660, 2.1083, -5.1176)  0.017
C (-1.9371, 1.1271, -5.8532)  -0.399
Br (-1.3123, -0.7040, -5.6153)  -0.163
H (-0.0057, 1.9145, -5.2410)  -0.023
H (-1.2866, 3.1239, -5.4378)  0.081
H (-1.8914, 1.3063, -6.9264)  0.365
H (-2.9726, 1.1511, -5.5276)  0.209
Br (3.9756, 0.0167, 4.2707)  -0.079
C (4.4849, 1.1206, 5.7922)  -0.624
C (3.7651, 2.4428, 5.7735)  -0.603
Br (4.5305, 3.6528, 4.4561)  -0.131
H (5.5652, 1.2219, 5.7626)  0.381
H (4.2014, 0.5440, 6.6707)  0.362
H (3.8789, 2.9507, 6.7292)  0.406
H (2.7089, 2.3473, 5.5389)  0.296
Br (2.1921, 0.4662, -6.4742)  -0.104
C (1.7156, -1.1197, -7.4949)  -0.542
C (2.9358, -1.9064, -7.8918)  -0.586
Br (3.8781, -1.0678, -9.3746)  -0.146
H (1.1293, -0.7847, -8.3447)  0.390
H (1.0839, -1.7042, -6.8309)  0.224
H (2.6502, -2.8912, -8.2562)  0.370
H (3.6521, -2.0143, -7.0833)  0.378
Br (-2.3551, -3.4290, 5.1139)  -0.110
C (-2.6026, -5.2936, 5.6082)  -0.621
C (-2.9370, -6.1407, 4.4105)  -0.462
Br (-4.7879, -5.8983, 3.8559)  -0.130
H (-3.3685, -5.3171, 6.3771)  0.419
H (-1.6506, -5.6028, 6.0361)  0.350
H (-2.8482, -7.1969, 4.6555)  0.382
H (-2.3168, -5.9173, 3.5479)  0.198
Br (-5.5198, 2.7375, -4.6124)  -0.125
C (-5.7617, 4.3450, -5.6821)  -0.570
C (-4.5823, 4.5883, -6.5846)  -0.572
Br (-3.0680, 5.3059, -5.5945)  -0.124
H (-5.9435, 5.1613, -4.9901)  0.378
H (-6.6599, 4.1634, -6.2691)  0.336
H (-4.8207, 5.3453, -7.3291)  0.346
H (-4.2376, 3.6883, -7.0846)  0.357

Properties
- SMILES string: CP(C)[C@H](C#N)[C@@H](C#N)CCc1ccccc1.BrCCBr.BrCCBr.BrCCBr.BrCCBr.BrCCBr.BrCCBr
- HOMO level: -7.88 eV
- Spin multiplicity: 1
- LUMO: 0.262 eV
- E_tot: -32354.25967 hartree
- Largest force on an atom: 3.0 eV/Å
- Gap between HOMO and LUMO: 8.1411 eV
- Net charge: 0